Density functional theory data (ωB97M-V/def2-TZVPD) for a molecular structure, C24H53GeN3O11PTeTi at a distorted geometry.

Geometry as ORCA input:
```
! RIJCOSX wB97M-V def2-TZVPD def2/J DEFGRID3
* xyz 0 4
Ti -0.25 -0.04 -0.13
C 3.49 3.99 0.21
N 2.80 2.82 0.73
C 2.10 3.13 1.97
C 1.98 2.05 -0.19
O 1.70 0.82 0.30
C 2.65 1.97 -1.57
O 1.94 1.07 -2.41
C 2.56 -0.13 -2.71
C 2.11 -1.31 -1.84
O 1.07 -1.25 -1.17
N 2.83 -2.43 -1.89
C 4.08 -2.53 -2.63
C 2.59 -3.50 -0.93
H 4.09 4.41 1.02
H 4.18 3.72 -0.59
H 2.81 4.76 -0.16
H 2.83 3.36 2.74
H 1.41 3.98 1.86
H 1.52 2.26 2.28
H 2.65 2.94 -2.06
H 3.68 1.62 -1.42
H 2.29 -0.40 -3.74
H 3.65 -0.04 -2.67
H 4.03 -1.98 -3.57
H 4.93 -2.17 -2.04
H 4.25 -3.58 -2.88
H 1.64 -3.33 -0.45
H 2.58 -4.46 -1.44
H 3.38 -3.49 -0.17
C -1.22 0.83 -3.60
C -2.00 -0.31 -2.96
C -3.47 -0.20 -3.35
C -1.45 -1.66 -3.41
O -1.88 -0.19 -1.54
Ge -3.13 -0.88 -0.25
O -2.15 0.26 0.92
C -2.74 1.44 1.49
C -3.87 0.99 2.42
C -3.28 2.36 0.40
C -1.66 2.14 2.30
O -1.71 -2.07 0.08
C -1.92 -3.33 0.71
C -0.66 -4.16 0.49
C -3.10 -4.05 0.07
C -2.18 -3.12 2.20
H -1.64 1.79 -3.30
H -0.18 0.82 -3.27
H -1.25 0.75 -4.69
H -3.57 -0.16 -4.44
H -4.06 -1.04 -2.99
H -3.90 0.72 -2.95
H -1.55 -1.78 -4.49
H -0.40 -1.75 -3.14
H -1.99 -2.48 -2.92
H -4.67 0.51 1.85
H -3.49 0.29 3.15
H -4.29 1.85 2.94
H -4.07 1.86 -0.17
H -3.72 3.26 0.84
H -2.48 2.65 -0.29
H -1.29 1.46 3.07
H -0.83 2.44 1.66
H -2.06 3.03 2.79
H -0.80 -5.17 0.88
H -0.45 -4.22 -0.57
H 0.18 -3.70 1.01
H -2.94 -4.17 -1.00
H -3.22 -5.05 0.51
H -4.04 -3.51 0.21
H -1.39 -2.50 2.63
H -3.13 -2.61 2.36
H -2.21 -4.07 2.74
O 0.56 3.87 -0.83
N 0.64 2.71 -0.37
O -0.34 1.82 -0.67
C 1.11 0.18 6.17
C 1.26 0.30 4.68
O 1.36 -1.04 4.14
P 1.49 -1.26 2.57
O 0.30 -0.78 1.83
Te 3.51 -0.26 1.73
O 1.60 -2.84 2.51
C 2.08 -3.70 3.56
C 3.57 -3.58 3.76
H 1.08 1.18 6.61
H 1.96 -0.35 6.60
H 0.19 -0.34 6.43
H 2.16 0.84 4.39
H 0.40 0.78 4.22
H 1.80 -4.70 3.24
H 1.54 -3.46 4.48
H 4.10 -3.76 2.82
H 3.90 -4.32 4.49
H 3.85 -2.59 4.13
*
```

The lowest unoccupied orbital energy (alpha / beta) is 0.1 / -1.0 eV. The value obtained for the energy is -5474.1163 hartree. As for the orbital gap (alpha / beta): 6.7 / 7.0 eV. As for the highest occupied orbital energy (alpha / beta): -6.60 / -7.97 eV. Its relative energy (zero: lowest compared OMol25 entry of this formula, charge and spin) is 25.6 kJ/mol. The expectation value of S² is 3.7602.

=====

Density functional theory data (ωB97M-V/def2-TZVPD) for CH5P3 in the gas phase at a distorted geometry.

Geometry as ORCA input:
```
! RIJCOSX wB97M-V def2-TZVPD def2/J DEFGRID3
* xyz 0 1
P -0.38 -1.23 -1.52
P -0.78 -0.05 0.28
P 0.21 1.85 -0.19
C 0.99 0.44 0.66
H -1.81 -1.30 -1.75
H -0.61 -2.27 -0.67
H -0.50 2.14 0.99
H 1.69 -0.29 0.33
H 1.19 0.69 1.89
*
```

The lowest unoccupied orbital energy is 0.8 eV. The value obtained for the energy is -1065.0818 hartree. As for the orbital gap: 9.6 eV. As for the highest occupied orbital energy: -8.86 eV. Its relative energy (zero: lowest compared OMol25 entry of this formula, charge and spin) is 127.3 kJ/mol.

=====

Density functional theory data (ωB97M-V/def2-TZVPD) for a molecular structure, C36H50N5O5PS3SiSr.

Geometry as ORCA input:
```
! RIJCOSX wB97M-V def2-TZVPD def2/J DEFGRID3
* xyz -2 1
Sr -0.22 -1.26 0.12
N 2.00 -2.16 1.45
C 2.65 -3.07 0.50
C 1.66 -4.00 -0.23
O 1.88 -5.23 -0.19
N 0.68 -3.36 -0.85
C -0.29 -4.18 -1.54
C -1.63 -3.48 -1.82
O -2.36 -3.92 -2.71
O -1.93 -2.46 -1.08
H 2.68 -1.55 1.89
H 1.54 -2.69 2.18
H 3.39 -3.72 0.98
H 3.15 -2.45 -0.24
H -0.54 -5.09 -0.97
H 0.08 -4.54 -2.50
C -1.40 -2.01 2.57
Si -2.21 -0.58 3.27
C -1.01 0.91 3.17
N -0.53 1.22 1.81
C -1.53 2.05 1.09
C -0.93 3.31 0.48
C -0.21 4.13 1.55
C 0.81 3.27 2.32
C 0.80 1.83 1.80
C -3.82 -0.19 2.34
C -4.58 0.94 2.66
C -5.77 1.24 2.00
C -6.23 0.39 1.00
C -5.49 -0.74 0.67
C -4.30 -1.01 1.33
C -2.74 -0.48 5.12
C -1.78 -0.27 6.12
C -2.12 -0.26 7.47
C -3.43 -0.48 7.86
C -4.40 -0.70 6.89
C -4.05 -0.70 5.54
H -2.02 -2.89 2.38
H -0.53 -2.32 3.16
H -0.14 0.59 3.76
H -1.40 1.81 3.67
H -2.31 2.36 1.79
H -2.04 1.45 0.32
H -1.74 3.89 0.02
H -0.24 3.06 -0.33
H -0.96 4.54 2.24
H 0.28 4.99 1.08
H 0.58 3.27 3.39
H 1.82 3.68 2.22
H 1.46 1.20 2.41
H 1.21 1.81 0.79
H -4.24 1.61 3.45
H -6.33 2.12 2.27
H -7.15 0.61 0.48
H -5.83 -1.40 -0.12
H -3.71 -1.88 1.03
H -0.74 -0.11 5.85
H -1.35 -0.09 8.22
H -3.70 -0.48 8.91
H -5.43 -0.88 7.18
H -4.83 -0.87 4.80
N -3.33 -0.41 -2.00
C -2.53 0.59 -2.39
N -1.27 0.72 -2.06
C -0.71 1.82 -2.69
C 0.63 2.20 -2.63
C 1.05 3.35 -3.28
C 0.15 4.12 -4.02
C -1.18 3.75 -4.11
C -1.60 2.60 -3.46
S -3.18 1.87 -3.41
H -2.88 -1.31 -1.70
H -4.22 -0.49 -2.44
H 1.33 1.60 -2.07
H 2.10 3.61 -3.22
H 0.49 5.02 -4.52
H -1.88 4.34 -4.69
C 2.67 1.14 -5.46
C 3.42 0.04 -4.74
C 2.97 -1.34 -5.18
O 3.17 0.12 -3.33
P 4.21 0.81 -2.30
S 4.94 2.49 -2.98
S 3.25 0.75 -0.55
O 5.46 -0.24 -2.32
C 5.29 -1.61 -1.93
C 5.88 -1.80 -0.55
C 5.99 -2.46 -2.98
H 2.86 1.08 -6.54
H 2.99 2.12 -5.11
H 1.59 1.04 -5.29
H 4.50 0.16 -4.91
H 1.89 -1.44 -5.05
H 3.46 -2.12 -4.59
H 3.21 -1.51 -6.24
H 4.22 -1.83 -1.93
H 6.94 -1.55 -0.57
H 5.76 -2.84 -0.22
H 5.37 -1.15 0.16
H 7.04 -2.19 -3.03
H 5.55 -2.30 -3.96
H 5.90 -3.52 -2.72
*
```

The lowest unoccupied orbital energy is 3.8 eV. The value obtained for the energy is -3908.2922 hartree. As for the orbital gap: 6.3 eV. As for the highest occupied orbital energy: -2.52 eV. Its relative energy (zero: lowest compared OMol25 entry of this formula, charge and spin) is 21.9 kJ/mol.

=====

Density functional theory data (ωB97M-V/def2-TZVPD) for a molecular structure, C32H49GeN3O4S2Si3W.

Geometry as ORCA input:
```
! RIJCOSX wB97M-V def2-TZVPD def2/J DEFGRID3
* xyz 1 4
W -0.27 -1.25 0.27
C -1.65 -2.03 3.28
N -0.26 -1.92 2.73
C 0.52 -1.11 3.69
C -0.06 0.27 3.88
N -0.27 0.94 2.60
C 0.84 1.84 2.28
C -1.55 1.59 2.57
C -1.87 2.54 3.54
C -3.12 3.13 3.60
C -4.09 2.76 2.67
C -3.78 1.82 1.70
C -2.51 1.23 1.63
S -2.33 0.03 0.34
C 0.31 -3.26 2.57
C 1.37 -3.73 3.32
C 1.88 -5.01 3.09
C 1.31 -5.82 2.13
C 0.25 -5.34 1.37
C -0.25 -4.06 1.57
S -1.50 -3.41 0.52
H -1.59 -2.20 4.36
H -2.18 -2.85 2.82
H -2.20 -1.11 3.08
H 1.55 -1.04 3.35
H 0.53 -1.62 4.66
H 0.60 0.84 4.54
H -1.02 0.19 4.40
H 0.86 2.72 2.93
H 0.77 2.16 1.24
H 1.78 1.29 2.40
H -1.11 2.82 4.27
H -3.34 3.86 4.36
H -5.08 3.19 2.70
H -4.54 1.52 0.98
H 1.82 -3.14 4.11
H 2.71 -5.37 3.69
H 1.69 -6.82 1.96
H -0.19 -5.96 0.59
O 3.78 -1.58 1.59
C 2.61 -1.68 0.99
O 1.73 -0.81 1.10
C 2.40 -2.79 0.07
C 3.27 -3.79 -0.33
C 2.86 -4.60 -1.39
C 1.66 -4.35 -2.04
C 0.85 -3.33 -1.57
N 1.22 -2.61 -0.52
C -0.42 -2.81 -2.19
O -0.95 -3.31 -3.14
O -0.80 -1.67 -1.61
H 3.81 -0.76 2.11
H 4.22 -3.92 0.16
H 3.51 -5.40 -1.73
H 1.35 -4.92 -2.91
C 3.23 1.68 -0.59
Si 2.04 1.15 -1.95
C 2.23 2.38 -3.35
C 2.57 -0.53 -2.62
Ge -0.33 1.24 -1.34
Si -1.03 3.53 -0.89
C -0.59 4.43 0.70
C -2.89 3.60 -1.10
C -0.18 4.55 -2.22
Si -1.53 0.74 -3.41
C -0.50 -0.27 -4.61
C -3.18 -0.05 -3.10
C -1.82 2.35 -4.34
H 4.17 2.00 -1.04
H 3.46 0.87 0.11
H 2.84 2.52 -0.01
H 3.22 2.22 -3.79
H 2.17 3.41 -3.02
H 1.49 2.23 -4.14
H 3.35 -0.36 -3.36
H 1.75 -1.05 -3.11
H 2.99 -1.18 -1.85
H -1.09 4.02 1.57
H -0.93 5.46 0.57
H 0.48 4.46 0.88
H -3.37 3.55 -0.12
H -3.29 2.79 -1.71
H -3.17 4.55 -1.56
H 0.84 4.80 -1.90
H -0.72 5.49 -2.31
H -0.13 4.10 -3.20
H -0.39 -1.32 -4.33
H 0.49 0.17 -4.77
H -1.02 -0.25 -5.57
H -3.09 -1.03 -2.63
H -3.69 -0.19 -4.06
H -3.82 0.57 -2.47
H -0.90 2.76 -4.75
H -2.32 3.14 -3.76
H -2.47 2.11 -5.19
*
```

The lowest unoccupied orbital energy (alpha / beta) is -3.9 / -4.4 eV. The value obtained for the energy is -5522.8037 hartree. As for the orbital gap (alpha / beta): 5.4 / 6.1 eV. As for the highest occupied orbital energy (alpha / beta): -9.35 / -10.51 eV. Its relative energy (zero: lowest compared OMol25 entry of this formula, charge and spin) is 66.0 kJ/mol. The expectation value of S² is 3.7820.